Molecular formula: C21H25F3O5
Method: DFT, ωB97M-V/def2-TZVPD

The geometry in XYZ format:
```
54
Properties=species:S:1:pos:R:3:lowdin_charge:R:1
F 6.50699 0.26767 1.95823 0.14
F 5.41534 0.86094 3.71152 0.13
F 6.26983 2.35372 2.42284 0.13
O 0.13790 -0.43243 1.85612 -0.07
O -1.62808 -2.91528 -1.36706 0.01
O -0.15866 -2.21366 -2.92139 0.13
O -2.86482 3.82253 -2.10718 -0.07
O -1.33357 -0.86177 0.11801 0.03
C -3.10526 -3.71514 -3.13177 -0.14
C 2.66726 0.04764 0.37662 -0.01
C 0.37084 0.04854 -1.29099 0.03
C 0.59735 1.26223 -0.45043 -0.19
C -0.11041 -1.63473 2.56938 -0.24
C 1.94082 1.22370 0.24747 -0.17
C -2.44284 1.67139 -1.15993 -0.17
C -3.50584 2.64521 -1.66185 -0.27
C -0.94431 0.04917 1.12210 -0.31
C -0.52401 -0.89257 -0.98072 -0.17
C 4.35234 1.20301 1.62671 -0.12
C 1.17309 -2.03757 3.27401 -0.06
C -1.98476 -4.02342 -2.18215 -0.17
C -0.53708 1.42905 0.58591 -0.18
C 3.86523 0.03084 1.06543 0.00
C 2.44707 2.39273 0.80560 -0.01
C 3.64318 2.38959 1.49611 0.00
C -1.72523 2.24294 0.06132 -0.14
C -3.72382 -2.55432 -3.22135 0.03
C 5.62803 1.17458 2.41497 -0.59
C -0.73807 -2.06172 -1.87326 -0.43
H 4.42553 -0.88611 1.16797 0.12
H 1.89810 3.31715 0.70159 0.12
H -4.06628 2.18067 -2.48534 0.12
H -3.46182 -1.72075 -2.59071 0.06
H 1.95442 -2.22669 2.54372 0.07
H -2.28220 -4.81871 -1.49147 0.13
H 2.28858 -0.86442 -0.05653 0.12
H -4.51684 -2.38972 -3.92937 0.06
H -0.43675 -2.41991 1.87510 0.12
H -4.21212 2.87865 -0.85134 0.12
H 1.00554 -2.93551 3.86179 0.08
H -1.73110 1.50482 -1.96871 0.12
H -0.13333 1.96275 1.45226 0.15
H 1.50304 -1.23530 3.92794 0.08
H -0.91826 -1.46219 3.29678 0.13
H 0.58927 2.14355 -1.10307 0.16
H -1.36693 3.24019 -0.20121 0.12
H -2.44849 2.35430 0.87372 0.12
H 4.02981 3.29966 1.92878 0.12
H -3.37359 -4.54796 -3.76678 0.10
H -1.84093 0.12799 1.76398 0.17
H -3.52459 4.42793 -2.45880 0.09
H 0.95995 -0.07740 -2.18516 0.14
H -1.10636 -4.35000 -2.75450 0.13
H -2.92320 0.72416 -0.91490 0.12
```

As for the total charge: 0. The molar mass is 414.42 g/mol. Its largest force on an atom is 0.016 hartree/bohr. The calculation puts the HOMO-LUMO gap at 9.8645 eV. For the relative energy (zero: lowest compared OMol25 entry of this formula, charge and spin), the calculation gives 0.0 kJ/mol. The HOMO energy comes out at -0.3380 Ha. As for the LUMO energy: 0.67 eV.